Entry 1:
C40H37Cl3N6O4RuS | ωB97M-V/def2-TZVPD

Output
total energy = -4049.40489 hartree
highest occupied orbital energy (alpha / beta) = -10.00 / -10.26 eV

```
! wB97M-V def2-TZVPD RIJCOSX def2/J DEFGRID3
* xyz 1 6
Ru 0.368 -1.605 1.044
O 0.395 0.475 1.291
C -0.303 1.291 2.072
C 0.346 2.422 2.594
C -0.303 3.316 3.423
C -1.633 3.111 3.770
C -2.293 2.016 3.243
C -1.666 1.110 2.385
C -2.543 0.095 1.719
N -2.010 -1.282 1.404
C -2.572 -2.406 2.159
C -1.548 -2.886 3.178
N -0.361 -3.235 2.421
C 0.255 -4.338 2.621
C 1.368 -4.808 1.838
C 2.139 -5.871 2.337
C 3.193 -6.384 1.621
C 3.471 -5.855 0.355
C 2.711 -4.838 -0.176
C 1.640 -4.280 0.550
O 0.918 -3.328 0.011
H 1.382 2.572 2.314
H 0.230 4.178 3.803
H -2.147 3.797 4.428
H -3.339 1.860 3.486
H -3.467 -0.004 2.295
H -2.780 -3.219 1.460
H -3.510 -2.123 2.646
H -1.931 -3.732 3.754
H -1.306 -2.073 3.870
H -0.082 -4.989 3.433
H 1.894 -6.278 3.311
H 3.789 -7.192 2.020
H 4.292 -6.261 -0.224
H 2.907 -4.444 -1.166
C 2.193 0.302 4.391
C 2.460 -0.564 3.199
O 1.719 -1.526 2.929
N 3.559 -0.318 2.481
C 4.068 -1.257 1.494
C 3.707 -0.961 0.059
C 4.706 -0.722 -0.873
C 4.370 -0.590 -2.210
C 3.043 -0.726 -2.575
C 2.107 -0.951 -1.582
N 2.420 -1.041 -0.289
H 2.494 -0.259 5.278
H 1.128 0.507 4.458
H 2.744 1.240 4.364
H 4.124 0.477 2.728
H 3.679 -2.244 1.752
H 5.152 -1.290 1.591
H 5.737 -0.660 -0.551
H 5.134 -0.402 -2.953
H 2.730 -0.663 -3.608
H 1.064 -1.106 -1.833
Cl -7.233 1.155 -4.360
C -5.753 1.740 -3.678
C -4.549 1.164 -4.049
C -3.374 1.642 -3.493
C -3.375 2.684 -2.572
C -2.086 3.146 -1.929
C -1.912 2.561 -0.530
N -1.941 1.109 -0.539
C -2.879 0.303 0.213
C -2.352 -1.120 -0.034
N -1.116 -0.974 -0.810
C -0.977 0.308 -1.005
O -0.959 2.739 -2.684
C -0.374 3.774 -3.462
C 0.946 3.314 -3.994
C 1.985 2.861 -3.236
Cl 2.020 2.664 -1.527
S 3.376 2.495 -4.169
C 2.575 2.944 -5.612
C 1.303 3.354 -5.374
C -4.604 3.236 -2.225
Cl -4.683 4.539 -1.072
C -5.795 2.781 -2.767
H -4.536 0.355 -4.765
H -2.426 1.206 -3.780
H -2.097 4.235 -1.824
H -2.717 2.906 0.118
H -0.969 2.914 -0.109
H -3.913 0.550 -0.017
H -3.009 -1.893 -0.431
H -0.125 0.749 -1.505
H -0.234 4.663 -2.836
H -1.034 4.048 -4.293
H 3.087 2.879 -6.559
H 0.625 3.680 -6.150
H -6.735 3.233 -2.485
*
```

***

Entry 2:
C49H41BrN3O4Ti | ωB97M-V/def2-TZVPD

Output
total energy = -5780.63548 hartree
highest occupied orbital energy (alpha / beta) = -6.05 / -8.45 eV

```
! wB97M-V def2-TZVPD RIJCOSX def2/J DEFGRID3
* xyz 0 2
Ti -0.314 0.074 0.326
C 4.355 2.164 -3.309
C 3.021 2.608 -2.765
C 2.684 4.039 -3.094
O 3.001 2.435 -1.347
C 1.937 1.619 -0.925
C 1.406 0.977 -2.250
O 2.005 1.753 -3.266
C -0.129 0.939 -2.496
O -0.652 0.139 -1.426
C -0.475 0.197 -3.788
C -1.817 0.092 -4.140
C -2.203 -0.618 -5.263
C -1.244 -1.230 -6.065
C 0.095 -1.125 -5.729
C 0.478 -0.418 -4.593
C -0.784 2.318 -2.508
C -0.421 3.247 -3.489
C -1.023 4.491 -3.549
C -2.021 4.838 -2.642
C -2.413 3.913 -1.691
C -1.804 2.661 -1.634
C 2.502 0.677 0.193
O 1.397 -0.088 0.721
C 3.053 1.466 1.379
C 2.882 2.835 1.535
C 3.314 3.473 2.694
C 3.919 2.749 3.707
C 4.093 1.376 3.557
C 3.662 0.744 2.403
C 3.529 -0.286 -0.379
C 4.855 0.105 -0.534
C 5.788 -0.768 -1.076
C 5.408 -2.046 -1.469
C 4.090 -2.447 -1.305
C 3.160 -1.573 -0.757
H 5.165 2.738 -2.855
H 4.377 2.323 -4.388
H 4.508 1.106 -3.100
H 3.495 4.689 -2.763
H 1.761 4.338 -2.597
H 2.560 4.157 -4.173
H 1.141 2.237 -0.477
H 1.750 -0.059 -2.307
H -2.570 0.574 -3.524
H -3.253 -0.693 -5.516
H -1.543 -1.780 -6.948
H 0.852 -1.591 -6.347
H 1.531 -0.340 -4.364
H 0.329 2.983 -4.222
H -0.717 5.192 -4.316
H -2.492 5.811 -2.691
H -3.196 4.153 -0.982
H -2.149 1.962 -0.888
H 2.428 3.430 0.756
H 3.172 4.542 2.798
H 4.253 3.247 4.608
H 4.563 0.799 4.344
H 3.796 -0.326 2.293
H 5.159 1.096 -0.221
H 6.817 -0.449 -1.189
H 6.138 -2.727 -1.889
H 3.783 -3.444 -1.596
H 2.140 -1.902 -0.617
Br -2.754 4.713 4.704
C -2.087 3.455 3.462
C -1.266 3.884 2.430
C -0.783 2.947 1.528
C -1.084 1.581 1.619
C -1.922 1.207 2.677
C -2.426 2.122 3.596
H -1.013 4.932 2.335
H -0.158 3.326 0.726
H -2.208 0.170 2.811
H -3.072 1.798 4.401
N -3.239 -5.072 4.144
C -4.256 -5.957 4.464
C -4.429 -6.849 5.518
C -5.598 -7.589 5.516
C -6.557 -7.441 4.498
C -6.367 -6.549 3.459
C -5.195 -5.795 3.447
N -4.765 -4.839 2.530
C -3.606 -4.440 2.982
C -2.772 -3.431 2.338
C -1.521 -3.032 2.834
C -0.788 -2.076 2.203
N -1.240 -1.443 1.048
C -2.477 -1.857 0.547
C -3.223 -2.810 1.158
H -2.395 -4.921 4.665
H -3.692 -6.964 6.302
H -5.778 -8.296 6.315
H -7.459 -8.038 4.531
H -7.101 -6.429 2.672
H -1.094 -3.470 3.727
H 0.174 -1.756 2.576
H -2.805 -1.374 -0.362
H -4.176 -3.099 0.738
*
```

***

Entry 3:
C5H16N2O | ωB97M-V/def2-TZVPD

Output
total energy = -384.68816 hartree
highest occupied orbital energy = -8.20 eV

```
! wB97M-V def2-TZVPD RIJCOSX def2/J DEFGRID3
* xyz 0 1
C -1.469 0.279 -1.641
C -2.184 -0.698 0.435
C -0.292 0.727 -2.495
N -1.048 -0.201 -0.326
O -0.484 0.901 0.402
H 0.708 0.703 0.312
H -1.980 -0.556 -2.131
H -2.190 1.106 -1.534
H -2.618 -1.547 -0.096
H -2.952 0.073 0.588
H -1.844 -1.050 1.410
H 0.457 -0.063 -2.560
H 0.174 1.612 -2.062
H -0.629 0.973 -3.502
C 1.427 -0.959 1.648
C 2.215 0.266 0.316
N 0.687 -0.309 2.586
H 1.207 0.251 3.249
H -0.082 0.215 2.132
H 2.332 -1.432 2.019
H 0.820 -1.525 0.949
H 2.784 0.917 0.981
H 2.930 -0.471 -0.053
H 2.033 0.787 -0.628
*
```

***

Entry 4:
C23H25FN4O6 | ωB97M-V/def2-TZVPD

Output
total energy = -1661.84752 hartree
highest occupied orbital energy = -8.66 eV

```
! wB97M-V def2-TZVPD RIJCOSX def2/J DEFGRID3
* xyz 0 1
O -3.749 5.799 1.300
O 2.560 -5.737 -3.141
O -4.317 1.923 -1.792
O 3.785 -4.107 0.378
F 1.268 3.713 -1.991
O -3.314 0.077 -2.640
O -2.597 2.089 0.363
C -3.567 4.753 0.700
C 2.269 -4.982 -2.226
C -3.524 0.999 -1.673
C 3.371 -2.981 0.127
C 1.710 0.237 -0.290
C 1.058 -0.946 -0.209
C -1.509 -1.274 2.683
C -1.313 0.007 3.228
C -0.288 5.267 -1.077
C -0.686 2.901 -0.907
C -1.483 5.511 -0.396
C -0.769 -1.696 1.561
C -0.366 0.874 2.658
C 0.109 3.959 -1.340
C -1.871 3.121 -0.188
C -2.290 4.447 0.041
C 0.181 -0.843 0.956
C 0.364 0.444 1.542
N -4.689 3.994 0.530
N 1.328 1.046 0.762
N 3.532 -1.980 1.001
N 2.762 -3.740 -2.234
C 1.305 -5.468 -1.158
C -2.728 0.852 -0.371
C 4.165 -2.121 2.311
C 1.253 -2.116 -1.124
C 2.691 -2.661 -1.228
H -3.904 0.329 -3.368
H 2.433 0.502 -1.054
H -2.236 -1.939 3.130
H -1.891 0.325 4.085
H 0.330 6.094 -1.411
H -0.339 1.900 -1.124
H -1.798 6.536 -0.209
H -0.934 -2.681 1.151
H -0.214 1.863 3.066
H -5.567 4.440 0.770
H -4.659 3.262 -0.179
H 1.663 1.992 0.894
H 3.107 -1.092 0.777
H 3.373 -3.578 -3.019
H 1.604 -5.125 -0.173
H 0.305 -5.114 -1.393
H 1.311 -6.556 -1.161
H -3.253 0.132 0.261
H -1.755 0.414 -0.595
H 5.107 -2.664 2.210
H 4.361 -1.139 2.745
H 3.509 -2.685 2.976
H 0.916 -1.825 -2.120
H 0.594 -2.908 -0.777
H 3.284 -1.843 -1.635
*
```